Molecular formula: CH6OSi2
Method: DFT, the ωB97M-V functional and the def2-TZVPD basis

highest occupied orbital energy	-10.74	eV
orbital gap	11.73	eV
E_LUMO	0.997	eV
electronic energy	-695.85918	Eh

CARTESIAN COORDINATES (ANGSTROEM)
C 3.8132 -0.6879 0.2129
O 4.3076 -1.4417 0.8924
Si -1.5201 0.8956 -0.9591
Si -0.5086 -0.3760 0.6735
H 0.9434 -0.4310 0.5053
H -1.1344 2.3059 -0.8639
H -1.1876 0.4670 -2.3217
H -2.9847 0.8567 -0.8610
H -0.7605 0.1763 2.0061
H -0.9685 -1.7649 0.7155

---

Molecular formula: CH6S3
Method: DFT, the ωB97M-V functional and the def2-TZVPD basis

highest occupied orbital energy	-8.97	eV
orbital gap	9.05	eV
E_LUMO	0.080	eV
electronic energy	-1236.22925	Eh

CARTESIAN COORDINATES (ANGSTROEM)
S 1.7755 -0.6034 -1.4227
S 2.5536 0.2395 0.3393
H 1.1629 -1.6436 -0.8401
H 2.9436 -0.9497 0.8116
C -1.2907 0.3488 0.6688
S -2.3583 0.6917 -0.7621
H -1.0331 -0.6936 0.7735
H -1.9051 0.7131 1.4998
H -0.4175 0.9834 0.6360
H -1.4311 0.9139 -1.7041

---

Molecular formula: CH6S3
Method: DFT, the ωB97M-V functional and the def2-TZVPD basis

highest occupied orbital energy	-9.04	eV
orbital gap	9.50	eV
E_LUMO	0.458	eV
electronic energy	-1236.23586	Eh

CARTESIAN COORDINATES (ANGSTROEM)
S 0.3478 0.5895 -2.6439
S 2.3863 0.5902 -2.5477
H 0.0298 1.2551 -1.5187
H 2.5589 -0.5462 -1.8706
C -0.8445 -0.0291 1.8460
S -1.6463 -0.6165 0.3243
H -0.2833 0.8770 1.6449
H -1.6386 0.1705 2.5592
H -0.2189 -0.8140 2.2492
H -0.6912 -1.4764 -0.0426

---

Molecular formula: CH6S4
Method: DFT, the ωB97M-V functional and the def2-TZVPD basis

highest occupied orbital energy	-8.93	eV
orbital gap	9.20	eV
E_LUMO	0.271	eV
electronic energy	-1634.42588	Eh

CARTESIAN COORDINATES (ANGSTROEM)
S 3.1132 -0.6481 -2.8292
S 3.1861 -1.2111 -0.8568
H 4.4274 -0.6775 -3.0949
H 2.6962 -2.4403 -0.9908
C -1.4404 0.7582 0.2976
S -2.8155 -0.1998 1.0145
S -3.3114 0.9347 2.6468
H -0.5210 0.2280 0.5198
H -1.5742 0.8809 -0.7772
H -1.5089 1.7737 0.6743
H -2.2515 0.6013 3.3959

---

Molecular formula: CH6S4
Method: DFT, the ωB97M-V functional and the def2-TZVPD basis

highest occupied orbital energy	-8.47	eV
orbital gap	8.84	eV
E_LUMO	0.379	eV
electronic energy	-1634.40454	Eh

CARTESIAN COORDINATES (ANGSTROEM)
S 2.8883 -1.0283 0.1100
S 3.1459 -2.9986 0.4680
H 2.3937 -0.5883 1.2494
H 3.7038 -3.3410 -0.6953
C -2.0865 -0.0997 0.4502
S -2.2786 1.1938 -0.9228
S -2.7200 3.0097 0.0034
H -2.1288 0.2952 1.4474
H -1.1052 -0.5041 0.1667
H -2.9374 -0.8314 0.3869
H -3.9763 2.7412 0.2067

---

Molecular formula: CH6SSi
Method: DFT, the ωB97M-V functional and the def2-TZVPD basis

highest occupied orbital energy	-8.40	eV
orbital gap	7.07	eV
E_LUMO	-1.333	eV
electronic energy	-729.26807	Eh

CARTESIAN COORDINATES (ANGSTROEM)
C -0.0229 1.0406 0.5822
Si 0.2375 0.0994 -0.9574
S -0.9343 -2.8355 -0.1460
H 0.9497 1.3130 1.0544
H -0.4830 1.9513 0.5329
H -0.5384 0.5991 1.3302
H 1.6901 -0.1447 -1.1188
H -0.5196 0.6635 -2.2563
H -0.3791 -2.6867 0.9787

---

Molecular formula: CH6SSi
Method: DFT, the ωB97M-V functional and the def2-TZVPD basis

highest occupied orbital energy (spin up / spin down)	-9.77 / -7.08	eV
orbital gap (spin up / spin down)	9.44 / 6.44	eV
E_LUMO (spin up / spin down)	-0.336 / -0.643	eV
electronic energy	-729.22150	Eh

CARTESIAN COORDINATES (ANGSTROEM)
C -0.1724 -1.0962 0.4732
Si 0.9597 0.3919 0.1911
S 0.5212 2.3201 1.1353
H -1.1352 -0.6679 0.9589
H -0.5646 -1.4286 -0.5158
H 0.0887 -1.9721 1.1132
H -0.8375 1.2265 -2.2541
H 2.2541 0.1646 -0.0645
H 0.9336 3.0472 0.1156

---

Molecular formula: CH7BN6O3
Method: DFT, the ωB97M-V functional and the def2-TZVPD basis

highest occupied orbital energy (spin up / spin down)	-16.36 / -16.38	eV
orbital gap (spin up / spin down)	5.12 / 5.42	eV
E_LUMO (spin up / spin down)	-11.240 / -10.959	eV
charge	+2
electronic energy	-620.55230	Eh

CARTESIAN COORDINATES (ANGSTROEM)
B -0.5083 -1.4729 -1.3509
C 0.8393 0.8405 -0.5975
N 1.1244 0.2862 -1.7432
N 1.6988 1.8510 -0.0580
N -0.1011 0.3545 0.2388
N 2.6584 2.2021 -0.8765
N -2.0579 -3.3592 -1.3432
N -0.3734 0.6890 1.5331
O 0.4300 -0.7748 -2.1714
O -0.8437 -0.7797 -0.1476
O -1.0161 -2.5654 -1.8214
H 2.5743 1.6507 -1.7831
H 3.2878 2.9399 -0.5726
H -2.9705 -2.9856 -1.5417
H -1.8746 -4.2818 -1.7170
H -1.0414 -0.0240 1.9429
H -0.9963 1.6704 1.6379
H 0.5539 0.7925 2.0868

---

Molecular formula: CH7N
Method: DFT, the ωB97M-V functional and the def2-TZVPD basis

highest occupied orbital energy	-10.16	eV
orbital gap	11.23	eV
E_LUMO	1.078	eV
electronic energy	-97.04052	Eh

CARTESIAN COORDINATES (ANGSTROEM)
C -0.4601 -1.0497 -1.3537
H -0.1072 -1.8318 -0.6530
H 0.1167 -1.1270 -2.2892
H -0.3051 -0.0679 -0.8971
H -1.5361 -1.1930 -1.5328
H 0.1031 1.8523 2.3169
H 1.5002 1.4579 1.5833
H 0.1078 0.8717 0.9801
N 0.5807 1.0874 1.8455

---

Molecular formula: CH7N
Method: DFT, the ωB97M-V functional and the def2-TZVPD basis

highest occupied orbital energy	-10.15	eV
orbital gap	11.24	eV
E_LUMO	1.086	eV
electronic energy	-97.04181	Eh

CARTESIAN COORDINATES (ANGSTROEM)
C 1.7663 0.1234 0.2230
H 2.7451 -0.3028 0.0173
H 1.3549 -0.3625 1.1086
H 1.0771 0.0042 -0.6116
H 1.8628 1.1963 0.4353
N -2.1081 0.0011 -0.4951
H -1.5549 0.0498 0.3568
H -2.0883 -0.9665 -0.7969
H -3.0548 0.2569 -0.2373

---

Molecular formula: CH7N2O
Method: DFT, the ωB97M-V functional and the def2-TZVPD basis

highest occupied orbital energy	-2.53	eV
orbital gap	6.95	eV
E_LUMO	4.420	eV
charge	-1
electronic energy	-227.03778	Eh

CARTESIAN COORDINATES (ANGSTROEM)
N 1.8931 0.9924 -1.1009
H 1.8463 0.4615 -1.9521
H 1.1464 0.7483 -0.4611
H 1.8552 1.9712 -1.3293
N -0.3086 -0.1151 1.2405
C -1.1344 -0.9374 0.2261
O -2.4229 -0.9087 0.4075
H -0.8285 0.7604 1.2366
H -0.6524 -0.5063 2.1213
H -0.7488 -0.5218 -0.7304
H -0.6453 -1.9445 0.3417

---

Molecular formula: CH7N2O
Method: DFT, the ωB97M-V functional and the def2-TZVPD basis

highest occupied orbital energy	-2.08	eV
orbital gap	5.95	eV
E_LUMO	3.871	eV
charge	-1
electronic energy	-227.01588	Eh

CARTESIAN COORDINATES (ANGSTROEM)
N -0.7162 2.5888 2.0165
H -0.3643 2.2140 1.1628
H -0.4770 1.9161 2.7261
H -1.7150 2.7010 2.0154
N 0.7362 -0.0055 -1.4889
C -0.1463 -1.0467 -0.7513
O 0.3497 -2.1897 -0.2594
H 0.3732 0.8830 -1.1555
H 1.7188 -0.1146 -1.2614
H -0.4948 -0.5169 0.1516
H -0.9347 -1.2113 -1.5328

---

Question: What is the electronic energy in the twelfth record?
Answer: -227.01588 Eh

---

Question: The highest electronic energy belongs to which entry?
Answer: number 9

---

Question: Which formula does entry 12 have?
Answer: CH7N2O